No. 1
Molecular formula: C16H11AlO3P
Method: DFT, ωB97M-V/def2-TZVPD

Summary:
DFT total energy ... -38741.45363 eV
E_LUMO ... -0.5316 Eh
Molar mass ... 309.22 g mol⁻¹
Gap between HOMO and LUMO ... 0.1078 Ha
Charge ... +3

The geometry in XYZ format:
```
32
C16H11AlO3P | OMol25 | ωB97M-V/def2-TZVPD
C -3.9306 -2.2839 0.7550
C -2.6588 -3.0854 0.9665
C -1.2558 -2.2102 0.7151
C -1.2387 -0.7032 1.3832
C 0.1075 0.2080 1.1130
C 1.3310 -0.4686 0.1954
C 1.3003 -1.9882 -0.4189
C -0.0395 -2.8942 -0.1501
P -0.0746 -4.6744 -0.8675
O 1.0576 -5.6176 -0.2127
C 2.6340 0.5457 -0.0700
O 3.9134 0.1194 -0.0741
C 2.2088 2.1349 -0.3703
C 2.9112 3.0669 -1.5379
C 2.4172 4.6192 -1.7795
C 1.2228 5.2892 -0.8213
C 0.4786 4.3794 0.3677
C 0.9839 2.8109 0.5462
C 0.2993 1.7746 1.6664
O -0.0243 2.1660 2.9073
H -4.2103 -1.4919 1.6033
H -4.5894 -2.3869 -0.2348
H -2.6438 -4.2284 1.2376
H -2.1343 -0.2392 2.0213
H 2.2395 -2.3559 -1.0437
H -1.3601 -5.3236 -0.7255
H 0.2252 -4.6904 -2.3040
H 3.7562 2.5348 -2.1914
H 2.9361 5.2250 -2.6468
H 0.8981 6.4215 -0.9902
H -0.3781 4.8507 1.0501
Al -6.3823 -1.5040 -0.0894
```

No. 2
Molecular formula: C5H8N2O
Method: DFT, ωB97M-V/def2-TZVPD

Summary:
Structure (SMILES) ... C=C(C#N)CN(C)O
DFT total energy ... -10338.18552 eV
E_LUMO (spin up / spin down) ... 0.0253 / 0.0253 Eh
Molar mass ... 112.13 g mol⁻¹
Gap between HOMO and LUMO (spin up / spin down) ... 0.3323 / 0.3323 Ha
Charge ... 0

The geometry in XYZ format:
```
16
C5H8N2O | OMol25 | ωB97M-V/def2-TZVPD
C 1.4148 -0.7728 -1.1420
C 0.8578 -0.5311 0.0495
C 0.7028 -1.7158 1.0715
N 0.8554 -2.6220 1.7678
C 0.6751 0.8253 0.6582
N -0.7682 0.7365 0.4690
C -1.4163 0.9731 -0.7959
O -1.5363 0.0964 1.4362
H 1.4301 -1.7562 -1.5867
H 1.9100 0.0121 -1.6936
H 1.0801 1.6322 0.0488
H 0.8847 0.8626 1.7279
H -1.1177 0.2557 -1.5752
H -1.1719 1.9882 -1.1305
H -2.4961 0.8801 -0.6903
H -1.3044 -0.8642 1.3853
```

No. 3
Molecular formula: H80O40
Method: DFT, ωB97M-V/def2-TZVPD

Summary:
DFT total energy ... -83181.95524 eV
E_LUMO (spin up / spin down) ... -0.1303 / -0.3712 Eh
Molar mass ... 720.60 g mol⁻¹
Gap between HOMO and LUMO (spin up / spin down) ... 0.3190 / 0.0780 Ha
Charge ... +1
Multiplicity ... 2

The geometry in XYZ format:
```
120
H80O40 | OMol25 | ωB97M-V/def2-TZVPD
H -3.7396 1.8671 1.8990
H -3.4887 0.2772 2.1662
O -3.9024 1.0333 1.5861
H 0.8122 3.5285 1.1641
H 0.4473 4.6403 0.2446
O 0.0915 4.0770 0.9254
H -1.1574 -2.9650 -0.6293
H -0.7766 -1.4727 -0.2940
O -0.9475 -2.1114 -1.0170
H 0.2489 -0.1805 2.1454
H -1.0780 0.0926 3.0269
O -0.6307 -0.4882 2.3430
H -1.4106 6.6637 -0.5633
H -0.4281 6.2487 -1.4501
O -0.8869 5.8778 -0.6978
H 2.0812 -1.3429 -0.3831
O 1.8542 -0.6119 0.1887
H -1.3154 -2.6593 4.4792
O -0.4775 -2.8741 3.8451
H 0.4051 0.2876 -4.2632
H -0.2225 -1.0181 -4.4645
O 0.6468 -0.6067 -4.2957
H 3.8639 0.7097 3.6307
H 3.2418 2.0453 3.8625
O 4.0710 1.6456 3.8326
H -2.8438 -2.8846 -5.2048
H -1.7624 -3.4243 -4.2042
O -2.1695 -2.6422 -4.5508
H -5.2114 -0.8881 1.0024
H -6.1875 -0.9642 -0.2545
O -5.3600 -0.4797 0.1135
H -2.5085 2.9252 -3.2624
O -2.5975 2.3145 -3.9460
H 1.9064 -1.7253 5.3858
H 2.0281 -3.2511 5.8248
O 1.3849 -2.5361 5.5772
H 1.0275 -0.1127 4.4731
H 0.9657 -1.2918 3.3291
O 1.4912 -0.5713 3.7974
H 1.4163 -3.2506 2.1121
H 2.3719 -2.2894 1.3451
O 1.8919 -3.1071 1.2363
H 2.8544 -2.2049 -2.9287
H 1.5757 -1.3106 -2.8125
O 2.2141 -1.9375 -2.3575
H -1.3326 4.1835 -1.6463
H -0.8308 3.3167 -0.3419
O -0.6247 3.6015 -1.2866
H 0.0775 1.2765 4.6554
H -0.0065 2.1505 5.9144
O 0.0165 1.2167 5.6060
H -4.1022 -2.8124 1.2789
O -4.9632 -3.2303 1.4176
H 3.7199 4.8958 0.0375
H 4.2315 3.4422 -0.0851
O 3.9737 4.2253 -0.5673
H 4.9207 1.2339 1.9433
O 4.3313 1.3478 1.3370
H 1.5038 0.1467 -5.9936
H 1.8990 1.4815 -5.3225
O 2.2774 0.7517 -5.9252
H 3.5349 -5.1545 -0.5145
H 3.2118 -3.6337 -0.7935
O 3.8793 -4.3225 -0.7497
H 0.1183 -4.3533 -2.4832
H 1.0040 -3.6311 -3.6074
O 0.4263 -4.4372 -3.3813
H -3.5041 3.6809 3.3338
H -3.9516 2.6642 4.2328
O -3.4650 3.4122 4.2198
H -0.2387 1.5747 -5.8368
H -1.4684 1.6700 -5.4583
O -0.8313 0.9934 -5.5058
H -2.7473 0.0483 0.1670
H -1.3722 -0.3011 0.4213
O -2.2726 -0.6339 0.5917
H 3.4279 -2.8857 3.1977
H 3.8665 -4.2749 3.5270
O 3.2249 -3.5705 3.7457
H 1.7198 2.7832 -4.0831
H 0.1603 2.5920 -3.6662
O 0.7827 2.6734 -4.3924
H -3.5493 2.4713 -0.8046
H -3.4396 1.1751 0.1739
O -3.2955 1.5890 -0.7741
H 3.8113 1.3654 -1.4189
H 3.0003 0.3171 -2.2019
O 3.7365 0.9219 -2.3432
H 4.3342 -1.1192 -0.0843
O 4.8993 -0.3060 -0.4104
H -2.3297 -3.9895 0.7685
H -1.8055 -3.0658 1.8530
O -2.3938 -3.7617 1.6572
H -4.8780 -4.1433 1.5831
H 1.5015 -0.1114 -0.5608
H 4.3421 1.0310 0.3771
H 0.3295 -2.9758 4.3940
H -3.0267 1.5060 -3.6397
H 4.7829 -0.2437 -1.3282
O -2.2375 -5.3871 3.5624
H -2.3075 -4.6148 2.9829
H -2.0017 -5.8826 2.7180
O -3.1976 4.3184 0.6046
H -2.3459 4.9037 0.8643
H -2.8611 3.5500 1.0502
O 0.5155 0.5150 -1.8194
H -0.2892 0.8346 -1.6029
H 0.3923 -0.0360 -2.6441
O -0.0089 -4.6458 0.8915
H 0.3598 -5.5029 0.8244
H 0.6679 -4.1440 0.4178
O 0.3302 5.5646 -3.0222
H 0.4334 4.7986 -2.4999
H 0.0943 5.2239 -3.8680
O 1.6910 1.8980 2.4173
H 2.4626 2.0670 2.9859
H 2.0517 1.3642 1.6679
O -3.4876 0.0742 -3.2040
H -3.6388 -0.0035 -2.1408
H -3.0290 -0.7096 -3.3700
```

No. 4
Molecular formula: C3H4O3
Method: DFT, ωB97M-V/def2-TZVPD

Summary:
DFT total energy ... -9316.46575 eV
E_LUMO ... 0.0254 Eh
Molar mass ... 88.06 g mol⁻¹
Gap between HOMO and LUMO ... 0.4099 Ha
Charge ... 0

The geometry in XYZ format:
```
10
C3H4O3 | OMol25 | ωB97M-V/def2-TZVPD
O 1.6867 0.6892 -0.1601
C 0.4804 0.0172 -0.4836
C -0.3928 -1.1160 0.4135
O -1.5282 -0.2335 0.2970
C -0.7832 0.7890 -0.1856
O -1.0521 1.9529 -0.1517
H 1.5242 1.5630 0.2529
H 0.6144 -0.4352 -1.4508
H 0.2232 -1.0202 1.2740
H -0.8001 -2.1468 0.2109
```